No. 1
Here is a structure of composition C13H18N5O5RhS from the Open Molecules 2025 dataset. Energies are from ωB97M-V/def2-TZVPD.

As for the LUMO energy: -8.84 eV. As for the multiplicity: 1. The net charge is +2. As for the HOMO energy: -0.5495 hartree. As for the HOMO-LUMO gap: 6.1 eV. As for the total energy: -45288.0406 eV.

Last column: Mulliken charge in e.
Positions of all 43 atoms, in Å:
Rh1 0.0527 0.3046 0.8776  0.59
C1 4.4826 0.2224 3.5102  -0.85
O1 3.8506 0.1425 2.1968  -0.30
C2 2.5819 0.2598 2.0454  0.96
O2 2.0840 0.1866 0.9022  -0.51
N1 1.7702 0.5181 3.1058  -0.12
N2 0.3773 0.5116 2.8335  -0.45
H1 5.5440 0.1505 3.3076  0.25
H2 4.1629 -0.6234 4.1170  0.39
H3 4.2561 1.1827 3.9709  0.39
H4 2.0489 0.4228 4.0730  0.28
H5 -0.0574 1.3526 3.2186  0.37
H6 -0.0646 -0.3217 3.2405  0.48
N3 -1.6852 4.7685 -1.3214  -0.37
C3 -0.7078 4.2067 -0.6045  0.46
C4 -0.7284 2.8287 -0.2761  -0.25
N4 0.2607 2.2942 0.4305  0.17
C5 1.2798 3.0703 0.8326  -0.16
C6 1.2661 4.4170 0.5066  -0.51
N5 0.2995 4.9813 -0.1913  -0.54
H7 -2.4754 4.2500 -1.6609  0.21
H8 -1.6275 5.7532 -1.5272  0.26
H9 -1.5478 2.1898 -0.5750  0.53
H10 2.1036 2.6301 1.3664  0.31
H11 2.0810 5.0550 0.8265  0.39
C7 -1.3306 -4.3142 -4.4886  -1.35
C8 -1.5041 -3.5705 -3.2002  0.73
C9 -2.4303 -3.9874 -2.2466  -0.80
C10 -2.6057 -3.2917 -1.0623  -0.62
C11 -1.8311 -2.1608 -0.8387  0.77
C12 -0.9045 -1.7116 -1.7770  -0.14
C13 -0.7434 -2.4214 -2.9462  -1.09
S1 -1.9930 -1.3625 0.6853  1.62
O3 -0.6843 -1.5435 1.4626  -0.65
O4 -3.1776 -1.7071 1.3657  -0.54
O5 -1.8402 0.1794 0.3961  -0.61
H12 -1.8625 -5.2625 -4.4772  0.38
H13 -0.2764 -4.5103 -4.6844  0.37
H14 -1.7133 -3.7195 -5.3199  0.33
H15 -3.0265 -4.8708 -2.4326  0.37
H16 -3.3276 -3.6188 -0.3266  0.48
H17 -0.3271 -0.8006 -1.6295  0.33
H18 -0.0299 -2.0801 -3.6852  0.42

Force components x, y, z for each atom (eV/Å):
Rh 0.458 0.446 0.076
C -0.014 -0.009 -0.033
O -0.011 0.024 -0.029
C 0.089 -0.101 0.065
O -0.183 -0.176 0.245
N -0.084 -0.023 0.043
N -0.143 -0.006 -0.014
H 0.002 -0.006 0.007
H 0.000 0.006 0.012
H 0.003 0.000 0.006
H 0.035 -0.012 -0.013
H 0.053 0.039 -0.035
H -0.026 0.023 0.004
N -0.005 0.022 -0.010
C 0.031 -0.059 0.021
C -0.038 0.051 -0.017
N -0.168 -0.045 -0.191
C 0.037 -0.009 -0.018
C -0.008 0.004 -0.016
N 0.013 0.026 0.000
H 0.000 -0.001 0.002
H 0.001 -0.002 0.002
H -0.005 0.001 0.013
H -0.012 -0.013 0.005
H -0.004 0.008 -0.002
C 0.004 -0.020 0.002
C -0.024 -0.011 0.032
C 0.013 0.010 -0.026
C -0.007 -0.013 -0.015
C -0.114 0.014 0.064
C 0.038 -0.047 -0.048
C 0.020 0.045 0.006
S 0.073 0.377 -0.060
O -0.046 0.113 -0.521
O 0.084 -0.056 0.144
O -0.068 -0.614 0.287
H -0.006 0.004 0.000
H 0.001 0.011 -0.005
H 0.004 -0.001 -0.004
H -0.001 0.001 -0.001
H 0.005 0.007 0.006
H 0.006 -0.004 0.020
H -0.005 -0.006 -0.005

No. 2
Here is a structure of composition ClFO4Sr3 in a non-equilibrium geometry from the Open Molecules 2025 dataset. Energies are from ωB97M-V/def2-TZVPD.

As for the LUMO energy: -16.75 eV. As for the multiplicity: 1. The net charge is +4. As for the HOMO energy: -0.7611 hartree. As for the HOMO-LUMO gap: 4.0 eV. As for the total energy: -25885.8475 eV.

Last column: Mulliken charge in e.
Positions of all 9 atoms, in Å:
Sr1 -1.3596 -1.7236 2.1403  1.87
Sr2 2.3814 1.0034 0.3420  1.83
Sr3 3.0124 -3.2993 1.1778  1.92
F1 1.0199 -1.3336 1.1210  -0.79
Cl1 -0.9641 1.0589 -1.0048  1.36
O1 0.0420 0.2630 -1.5866  -0.53
O2 -0.8641 0.8253 0.4516  -0.64
O3 -0.9684 2.5257 -1.2234  -0.45
O4 -2.2995 0.6802 -1.4178  -0.56

Force components x, y, z for each atom (eV/Å):
Sr -0.669 1.574 -1.056
Sr -2.265 1.078 -0.994
Sr -0.124 -0.610 -0.167
F 1.444 -1.079 0.632
Cl -7.808 5.189 -1.160
O 3.402 -0.948 -0.912
O 1.421 -1.013 2.542
O 2.615 -2.882 0.603
O 1.984 -1.310 0.511

No. 3
Here is a structure of composition C2H4F3LaO2S in a non-equilibrium geometry from the Open Molecules 2025 dataset. Energies are from ωB97M-V/def2-TZVPD.

As for the LUMO energy (spin up / spin down): -10.59 / -10.59 eV. As for the multiplicity: 1. The net charge is +2. As for the HOMO energy (spin up / spin down): -0.6228 / -0.6228 hartree. As for the HOMO-LUMO gap (spin up / spin down): 6.4 / 6.4 eV. As for the total energy: -26058.1323 eV.

Last column: Mulliken charge in e.
Positions of all 13 atoms, in Å:
C1 -1.8130 -0.9553 -1.4039  -1.79
H1 -2.7879 -1.4650 -1.4104  0.56
H2 -1.9747 -0.3694 -2.3286  0.46
H3 -1.2193 -1.8471 -1.1260  0.46
La1 -2.4534 0.7795 1.2044  2.13
H4 -0.3579 -0.1423 -1.2970  0.56
S1 0.9072 1.5821 0.6493  0.69
O1 0.1842 0.9267 -0.5843  -0.57
O2 -0.0655 1.4234 1.8213  -0.68
C2 2.1708 0.2408 1.0473  0.75
F1 3.2377 0.4441 0.2961  -0.18
F2 2.4925 0.3408 2.3240  -0.18
F3 1.6793 -0.9585 0.8077  -0.20

Force components x, y, z for each atom (eV/Å):
C -0.535 1.189 1.950
H -0.309 0.276 0.515
H 1.138 -0.733 -0.144
H 0.499 0.492 -1.203
La 3.141 -0.614 -1.619
H -0.667 1.178 2.262
S 0.021 -0.897 -1.353
O -0.871 -0.298 -0.252
O -2.308 -0.617 -0.298
C 0.967 -0.171 0.353
F -0.419 0.165 -0.034
F -0.204 0.154 -0.071
F -0.454 -0.124 -0.107

No. 4
Here is the molecule C17H24N6O3 in a non-equilibrium geometry from the Open Molecules 2025 dataset. Energies are from ωB97M-V/def2-TZVPD.

As for the LUMO energy: 0.49 eV. As for the multiplicity: 1. The net charge is 0. Its SMILES is [H]/N=C(/N)NCCC[C@H](N)C(=O)N[C@@H](Cc1c[nH]c2ccccc12)C(=O)O. As for the HOMO energy: -0.2945 hartree. As for the HOMO-LUMO gap: 8.5 eV. As for the total energy: -33099.5121 eV.

Last column: Mulliken charge in e.
Positions of all 50 atoms, in Å:
C1 0.8357 -2.1079 1.5505  0.98
C2 1.0930 -0.7938 0.8125  0.05
C3 -0.1962 -2.8414 0.6945  -0.94
C4 0.3389 -3.2448 -0.6806  -0.55
C5 1.7647 -4.0373 -0.8866  -1.00
C6 1.2088 -6.1860 0.1652  0.39
C7 0.2736 1.5510 0.5117  -0.13
C8 1.6761 2.1197 0.8520  0.45
C9 -1.0843 2.2325 0.8875  -0.46
C10 -1.6625 2.9440 -0.3939  -0.14
C11 -2.4578 2.5020 -1.3977  -0.63
C12 -1.4191 4.3171 -0.7180  1.35
C13 -2.3110 4.7493 -1.7094  -0.55
C14 -0.6123 5.1375 0.0172  -0.40
C15 -2.2786 6.1093 -2.1723  -0.63
C16 -0.5690 6.4634 -0.4543  -0.70
C17 -1.4886 7.0062 -1.4138  -0.64
H1 -0.4849 -2.4810 3.2086  0.26
H2 0.9116 -1.5031 3.5650  0.23
H3 1.7738 -2.8433 1.5728  -0.17
H4 -0.2261 -3.8997 1.0861  0.37
H5 -1.2124 -2.3431 0.6723  0.35
H6 -0.4457 -3.8193 -1.1467  0.54
H7 0.4147 -2.3117 -1.4256  0.29
H8 1.8209 -4.4562 -1.8706  0.53
H9 2.6985 -3.4217 -0.8456  0.28
H10 2.3003 -4.6148 1.1597  0.34
H11 1.4824 -6.6147 1.9321  0.23
H12 0.3318 -7.4971 -1.0916  0.33
H13 1.2192 -6.2441 -1.8939  0.23
H14 -0.3992 0.0730 1.8560  0.48
H15 0.2953 1.6134 -0.6247  0.24
H16 -1.8471 1.4237 1.2258  0.33
H17 -0.9273 3.1481 1.6057  0.35
H18 -2.9512 1.6038 -1.5622  0.56
H19 -3.7189 3.6465 -2.7438  0.27
H20 0.0591 4.8133 0.8870  0.11
H21 -3.0546 6.4024 -2.9020  0.31
H22 0.1322 7.0651 0.0699  0.43
H23 -1.4759 8.0255 -1.8574  0.33
H24 2.3876 0.8800 -0.3013  0.45
N1 0.2181 -1.7355 2.8366  -0.59
N2 2.1693 -5.1046 0.1605  -0.35
N3 1.0002 -6.9633 1.1358  -0.76
N4 0.6442 -6.4719 -1.0277  -0.41
N5 0.2480 0.1800 1.0544  0.00
N6 -2.8833 3.5572 -2.1306  -0.06
O1 1.8902 -0.7565 -0.1446  -0.82
O2 1.7433 3.1033 1.5850  -0.63
O3 2.7742 1.6252 0.2904  -0.49

Force components x, y, z for each atom (eV/Å):
C 0.227 -0.363 0.544
C 1.226 -1.419 -1.936
C 0.710 -2.120 0.015
C 1.436 2.048 -3.098
C 0.804 1.070 2.779
C 2.237 0.416 0.931
C 0.699 -1.004 -1.710
C -0.487 3.603 1.966
C -0.217 1.742 -0.829
C 0.822 -1.066 0.675
C -0.623 0.521 1.186
C -0.698 -0.868 2.112
C 1.756 0.102 -0.424
C 1.513 2.410 -0.036
C -1.129 -1.103 1.511
C -0.928 -0.123 0.645
C 0.486 -1.418 -1.767
H 2.029 1.680 -0.877
H -0.622 -0.367 -0.540
H -1.625 2.156 0.152
H -0.811 1.116 0.625
H 1.234 -0.637 -0.040
H -0.111 -0.592 -0.105
H 0.068 -1.794 1.666
H -0.359 -0.328 -0.407
H -1.309 0.402 -0.052
H -0.567 -1.800 -3.004
H 0.391 0.158 1.018
H 0.574 2.290 0.445
H -1.126 -0.357 1.835
H 0.920 -0.252 -0.639
H -0.144 -0.928 1.097
H 1.417 1.591 -0.244
H -0.383 -2.336 -0.751
H -0.531 -1.662 -0.108
H 1.191 -0.941 0.720
H -1.037 0.409 -1.605
H 0.819 0.205 0.276
H 0.317 0.979 0.100
H 0.319 -0.602 1.069
H 1.346 0.341 0.888
N -0.939 -2.029 1.194
N -2.156 1.687 0.579
N -0.705 -0.443 0.393
N -0.212 -1.956 -3.693
N -1.716 1.357 1.211
N -1.967 2.624 -2.618
O -0.089 0.057 0.670
O 0.002 -1.289 -0.662
O -2.051 -1.168 -1.156

Which formula does entry 1 have? C13H18N5O5RhS